1.
Here is 5 unconnected molecules or ions with the total composition C22H30BrFNO13P in a non-equilibrium geometry from the OMol25 dataset. Energies are from the ωB97M-V functional and the def2-TZVPD basis.

Atoms and positions in Å:
C (0.02, 1.32, -1.30)
C (-0.89, 0.43, -0.36)
F (-1.92, -0.09, -1.22)
C (-0.08, -0.72, 0.37)
N (0.11, -2.01, -0.31)
C (-0.89, -2.72, -0.23)
O (-1.98, -3.11, -0.10)
O (1.17, -0.02, 0.68)
C (0.82, 0.77, 1.82)
O (1.35, 1.82, 1.94)
O (-0.16, 0.18, 2.61)
C (-0.45, -1.05, 1.88)
P (1.03, -2.16, 2.48)
O (0.48, -3.76, 2.65)
Br (1.57, -1.52, 4.60)
H (0.39, 2.22, -0.72)
H (-0.56, 1.74, -2.16)
H (0.91, 0.76, -1.70)
H (-1.43, 1.09, 0.38)
H (-1.49, -1.41, 2.11)
H (-0.39, -3.89, 2.23)
O (3.72, -5.89, 4.61)
C (2.96, -6.75, 4.27)
O (3.16, -8.07, 4.52)
C (2.13, -8.84, 3.88)
C (0.98, -7.87, 3.69)
C (1.70, -6.55, 3.48)
H (2.52, -9.22, 2.93)
H (1.86, -9.68, 4.52)
H (0.32, -8.15, 2.87)
H (0.38, -7.82, 4.60)
H (1.95, -6.39, 2.43)
H (1.12, -5.71, 3.87)
O (3.40, -1.98, -0.70)
C (4.16, -1.84, 0.21)
O (3.97, -2.35, 1.45)
C (5.02, -1.90, 2.33)
C (6.17, -1.52, 1.41)
C (5.44, -1.04, 0.17)
H (4.65, -1.05, 2.90)
H (5.29, -2.70, 3.02)
H (6.84, -0.78, 1.85)
H (6.75, -2.41, 1.17)
H (5.20, 0.03, 0.23)
H (6.01, -1.25, -0.74)
O (-2.02, 3.45, -0.85)
C (-3.22, 3.31, -0.82)
O (-3.86, 2.58, 0.14)
C (-5.26, 2.52, -0.18)
C (-5.52, 3.70, -1.09)
C (-4.20, 3.84, -1.83)
H (-5.46, 1.56, -0.67)
H (-5.85, 2.57, 0.74)
H (-6.38, 3.56, -1.75)
H (-5.70, 4.59, -0.49)
H (-4.16, 3.21, -2.72)
H (-3.98, 4.88, -2.08)
O (-3.12, 6.30, -2.82)
C (-2.81, 6.46, -3.97)
O (-3.42, 5.82, -5.00)
C (-2.75, 6.14, -6.23)
C (-2.04, 7.45, -5.96)
C (-1.70, 7.34, -4.48)
H (-2.05, 5.33, -6.47)
H (-3.48, 6.23, -7.03)
H (-1.17, 7.61, -6.60)
H (-2.72, 8.28, -6.12)
H (-0.74, 6.83, -4.32)
H (-1.71, 8.31, -3.99)

For the largest force on an atom, the calculation gives 2.8 eV Å⁻¹. The net charge is 0. The HOMO energy comes out at -8.47 eV. As for the SMILES: C[C@@H](F)[C@@]1(N=C=O)OC(=O)O[C@@H]1P(O)Br.O=C1CCCO1.O=C1CCCO1.O=C1CCCO1.O=C1CCCO1.

2.
Here is a molecular structure, C22H30Cl2N12O2PPtS2 from the OMol25 dataset. Energies are from the ωB97M-V functional and the def2-TZVPD basis.

Atoms and positions in Å:
Pt (0.54, 0.11, 0.50)
N (1.37, 0.58, 2.73)
N (2.58, 1.29, 2.66)
C (3.35, 1.27, 1.55)
N (4.53, 1.86, 1.63)
N (2.83, 0.61, 0.50)
N (3.57, 0.46, -0.65)
O (3.07, -0.31, -1.46)
O (4.60, 1.06, -0.84)
H (0.65, 1.18, 3.12)
H (1.48, -0.24, 3.32)
H (2.93, 1.72, 3.50)
H (4.87, 2.24, 2.49)
H (5.11, 1.90, 0.80)
S (0.23, 2.68, 0.24)
C (-0.81, 3.40, 1.36)
N (-1.10, 4.69, 1.36)
C (-2.13, 5.16, 2.28)
C (-2.13, 4.16, 3.43)
S (-1.64, 2.58, 2.65)
H (-0.71, 5.29, 0.64)
H (-3.09, 5.18, 1.76)
H (-1.89, 6.16, 2.63)
H (-3.12, 4.04, 3.87)
H (-1.41, 4.41, 4.20)
C (1.14, -0.07, -4.90)
N (0.47, -1.33, -4.30)
C (-1.04, -1.23, -4.54)
N (-1.56, -0.02, -4.01)
C (-0.89, 1.13, -4.62)
N (0.55, 1.10, -4.36)
C (0.89, 1.34, -2.96)
P (0.18, 0.01, -1.89)
C (0.78, -1.47, -2.83)
C (-1.54, 0.03, -2.54)
H (0.98, -0.13, -5.97)
H (2.20, -0.13, -4.67)
H (0.83, -2.15, -4.79)
H (-1.50, -2.11, -4.08)
H (-1.18, -1.27, -5.62)
H (-1.31, 2.05, -4.21)
H (-1.06, 1.11, -5.69)
H (0.47, 2.30, -2.65)
H (1.97, 1.39, -2.84)
H (0.29, -2.37, -2.47)
H (1.86, -1.58, -2.71)
H (-2.04, 0.94, -2.21)
H (-2.11, -0.81, -2.14)
N (5.08, -4.34, 1.95)
C (3.98, -4.15, 1.65)
C (2.63, -3.86, 1.26)
C (1.67, -4.84, 1.09)
C (0.39, -4.45, 0.71)
C (0.13, -3.10, 0.54)
N (1.06, -2.15, 0.71)
C (2.29, -2.53, 1.06)
H (1.92, -5.88, 1.24)
H (-0.39, -5.18, 0.57)
H (-0.86, -2.76, 0.27)
H (3.02, -1.75, 1.17)
Cl (-0.82, -1.85, 3.70)
C (-2.39, -1.48, 3.08)
C (-3.51, -1.90, 3.74)
C (-4.77, -1.56, 3.23)
C (-4.91, -0.79, 2.08)
C (-3.79, -0.36, 1.42)
Cl (-3.92, 0.63, 0.02)
C (-2.47, -0.71, 1.87)
N (-1.41, -0.31, 1.22)
H (-3.42, -2.48, 4.64)
H (-5.66, -1.90, 3.76)
H (-5.89, -0.51, 1.71)

The energy above the lowest of the compared OMol25 structures with the same formula, charge and spin comes out at 67.0 kJ/mol. For the largest force on an atom, the calculation gives 0.2 eV Å⁻¹. The net charge is +3. The HOMO energy (alpha / beta) comes out at -15.38 / -16.79 eV. As for the multiplicity: 5.

3.
Here is 2 unconnected molecules or ions with the total composition C22H30ClF4N2O10PS2 in a non-equilibrium geometry from the OMol25 dataset. Energies are from the ωB97M-V functional and the def2-TZVPD basis.

Atoms and positions in Å:
N (-2.62, 2.19, 2.42)
C (-3.39, 0.89, 2.26)
C (-2.90, 0.04, 0.98)
C (-2.48, -1.46, 1.30)
C (-3.24, -2.59, 0.51)
N (-4.30, -2.33, -0.49)
C (-2.86, -4.09, 0.75)
C (-1.73, -4.51, 1.76)
C (-0.98, -3.39, 2.55)
C (0.14, -3.81, 3.60)
C (1.62, -3.96, 2.98)
C (2.65, -3.87, 4.22)
F (2.22, -4.87, 5.16)
F (2.60, -2.62, 4.90)
F (3.99, -4.15, 3.85)
C (-1.35, -1.88, 2.31)
C (-0.53, -0.79, 3.12)
C (0.96, -0.70, 2.44)
C (1.21, 0.75, 1.79)
C (1.28, 0.63, 0.17)
S (2.06, 2.22, -0.42)
O (3.44, 2.30, 0.18)
O (1.18, 3.34, 0.11)
Cl (2.28, 2.26, -2.48)
C (-1.44, -6.06, 1.87)
O (-1.08, -6.68, 2.90)
C (-1.67, -6.92, 0.53)
C (-2.70, -6.55, -0.39)
S (-2.98, -7.60, -1.92)
O (-4.16, -7.12, -2.72)
O (-3.28, -9.03, -1.52)
F (-1.63, -7.59, -2.91)
C (-3.60, -5.25, -0.06)
O (-4.80, -5.23, -0.41)
H (-2.07, 2.14, 3.30)
H (-1.90, 2.28, 1.68)
H (-4.51, 1.05, 2.32)
H (-3.09, 0.26, 3.19)
H (-3.80, 0.01, 0.26)
H (-2.06, 0.55, 0.38)
H (-4.06, -2.80, -1.38)
H (-5.18, -2.77, -0.20)
H (0.17, -3.02, 4.44)
H (-0.08, -4.80, 4.14)
H (1.79, -5.01, 2.54)
H (1.87, -3.22, 2.15)
H (-0.95, 0.27, 3.07)
H (-0.41, -1.03, 4.24)
H (1.72, -0.96, 3.26)
H (0.96, -1.45, 1.57)
H (0.45, 1.55, 2.09)
H (2.26, 1.08, 2.13)
H (0.27, 0.42, -0.31)
H (2.02, -0.20, -0.07)
H (-1.04, -7.84, 0.32)
C (3.30, 4.95, -4.30)
O (3.14, 5.97, -5.29)
P (2.23, 7.32, -4.74)
O (0.95, 6.79, -5.38)
O (2.99, 8.34, -5.77)
C (4.06, 7.95, -6.61)
O (1.42, 8.68, -4.08)
C (1.19, 8.58, -2.68)
H (3.87, 4.13, -4.73)
H (3.84, 5.35, -3.44)
H (2.32, 4.58, -3.98)
H (3.71, 7.25, -7.37)
H (4.87, 7.51, -6.02)
H (4.45, 8.84, -7.11)
H (2.14, 8.51, -2.15)
H (0.58, 7.70, -2.46)
H (0.66, 9.48, -2.34)

For the largest force on an atom, the calculation gives 9.8 eV Å⁻¹. The net charge is 0. The HOMO energy comes out at -9.32 eV. As for the SMILES: NCCc1c(N)c2c(c(CCC(F)(F)F)c1CCCCS(=O)(=O)Cl)C(=O)C=C(S(=O)(=O)F)C2=O.COP(=O)(OC)OC.

4.
Here is a single C22H30N2O5 molecule from the OMol25 dataset. Energies are from the ωB97M-V functional and the def2-TZVPD basis.

Atoms and positions in Å:
C (-7.10, -0.21, 0.94)
C (-5.67, -0.01, 0.53)
C (-4.84, -1.02, 0.15)
C (-3.49, -0.71, -0.24)
C (-2.55, -1.67, -0.64)
C (-1.27, -1.31, -1.00)
C (-0.89, 0.03, -0.99)
C (-1.79, 1.02, -0.58)
C (-3.08, 0.63, -0.21)
O (-3.92, 1.61, 0.18)
C (-5.21, 1.37, 0.55)
O (-5.88, 2.32, 0.88)
C (-1.38, 2.46, -0.55)
H (-2.25, 3.10, -0.63)
H (-0.68, 2.66, -1.36)
H (-0.88, 2.69, 0.39)
O (0.36, 0.47, -1.33)
C (1.28, -0.44, -1.91)
C (2.42, 0.38, -2.50)
H (2.93, 0.96, -1.74)
H (3.14, -0.30, -2.97)
H (2.03, 1.06, -3.25)
C (1.84, -1.44, -0.88)
O (2.31, -2.50, -1.22)
N (1.80, -0.99, 0.39)
H (1.32, -0.12, 0.57)
C (2.21, -1.78, 1.53)
C (2.84, -0.93, 2.63)
C (4.35, -0.66, 2.53)
N (4.87, 0.14, 1.45)
C (4.19, 1.41, 1.24)
C (5.05, 2.27, 0.31)
O (5.28, 1.62, -0.92)
C (5.94, 0.39, -0.71)
C (5.12, -0.54, 0.19)
H (5.69, -1.44, 0.39)
H (4.20, -0.81, -0.35)
H (6.08, -0.05, -1.69)
H (6.92, 0.58, -0.24)
H (4.55, 3.21, 0.07)
H (6.01, 2.48, 0.80)
H (4.08, 1.91, 2.20)
H (3.20, 1.29, 0.77)
H (4.65, -0.16, 3.46)
H (4.88, -1.62, 2.49)
H (2.30, 0.02, 2.70)
H (2.69, -1.45, 3.58)
H (2.91, -2.53, 1.16)
H (1.33, -2.30, 1.93)
H (0.79, -1.02, -2.71)
H (-0.58, -2.08, -1.29)
H (-2.82, -2.71, -0.66)
C (-5.29, -2.45, 0.11)
H (-5.17, -2.85, -0.90)
H (-4.68, -3.05, 0.78)
H (-6.33, -2.55, 0.40)
H (-7.69, -0.64, 0.14)
H (-7.17, -0.86, 1.81)
H (-7.52, 0.76, 1.20)

The energy above the lowest of the compared OMol25 structures with the same formula, charge and spin comes out at 133.8 kJ/mol. For the largest force on an atom, the calculation gives 1.0 eV Å⁻¹. The net charge is 0. The HOMO energy comes out at -8.36 eV. As for the SMILES: Cc1c(C)c2ccc(O[C@@H](C)C(=O)NCCCN3CCOCC3)c(C)c2oc1=O.

Which value of net charge does entry 4 give?
0